34
Properties=species:S:1:pos:R:3 method="wB97M-V/def2-TZVPD" total_charge=+1 de_lowest_kcal_mol=42.4 total_energy_ha=-946.10776 largest_force_ev_per_a=4.4
C -0.40983 -1.00026 1.30476
N -1.17591 -0.58080 0.21064
C -1.75170 -1.70938 -0.44342
C -2.05636 0.56839 0.65110
C -1.22160 1.85826 0.36480
C 0.10533 2.05615 0.98624
B 1.27844 2.42961 0.33254
S 2.40508 3.22515 -0.74182
C 3.10607 1.72860 -1.46183
C 3.01909 0.47781 -0.73128
C 2.43935 -0.64188 -1.29083
C 2.29768 -1.83457 -0.61341
C 2.80715 -1.93211 0.63091
C 3.40938 -0.80728 1.25332
C 3.39430 0.48391 0.67928
H 0.17307 -1.95563 1.16037
H -0.93682 -0.98025 2.28203
H 0.23219 -0.19331 1.47109
H -0.60007 -0.26940 -0.51272
H -2.25692 -1.40272 -1.36789
H -0.95712 -2.47014 -0.67211
H -2.57474 -2.19117 0.22038
H -2.18166 0.45448 1.64714
H -2.96922 0.59605 0.12439
H -1.84051 2.76062 0.77109
H -1.08882 1.88697 -0.70258
H 0.14335 2.07064 2.09670
H 4.10077 2.06606 -1.46700
H 2.99130 1.68219 -2.51726
H 1.93919 -0.54598 -2.30021
H 1.72060 -2.67459 -1.01715
H 2.64142 -2.83246 1.23779
H 3.83742 -1.00933 2.27220
H 3.76487 1.33699 1.17893

---

53
Properties=species:S:1:pos:R:3 method="wB97M-V/def2-TZVPD" total_charge=+1 total_energy_ha=-13199.45123 largest_force_ev_per_a=4.6
O 0.42986 1.30476 0.43521
C 1.31253 0.35923 -0.14099
C 0.62261 -0.56807 -1.26698
O 0.19357 -1.88528 -0.80843
C -0.95028 -1.85302 0.06272
O -1.73762 -0.69485 -0.00352
C -3.09696 -0.89171 0.41023
Si -4.22773 0.43440 -0.43475
F -3.41138 1.88621 -0.38641
Br -4.67434 0.02499 -2.65252
H -0.28413 1.49559 -0.19295
H 2.08446 0.96045 -0.70109
H 1.90381 -0.24237 0.63339
H 1.44760 -0.76365 -2.00305
H -0.15150 -0.01551 -1.85257
H -0.69205 -2.05432 1.18475
H -1.59984 -2.72159 -0.22859
H -3.20322 -0.72130 1.51260
H -3.53483 -1.88515 0.14776
H -5.50134 0.53623 0.27635
Cl 3.92536 2.38388 -1.35395
C 4.36232 3.21701 0.16242
C 5.84188 3.13192 0.45030
Cl 6.34778 1.47386 0.86351
H 3.77289 2.78360 0.96927
H 4.06549 4.25914 0.04701
H 6.08826 3.76141 1.30499
H 6.43511 3.46497 -0.39972
Cl -2.44240 -1.50056 -2.53850
Mg 1.41585 -1.82719 1.26585
N -0.93106 -4.42585 6.23791
C -0.51926 -5.70915 6.48159
C 0.39980 -6.04981 5.52488
C 0.55423 -4.92882 4.67144
C -0.27889 -3.93871 5.14012
H -1.60737 -3.92065 6.78297
H -0.91679 -6.26749 7.31296
H 0.90603 -6.99863 5.44653
H 1.25609 -4.85079 3.74461
H -0.46254 -2.93691 4.78737
C -2.00101 4.25858 -3.28802
Cl -2.81964 3.86878 -4.81891
Cl -3.21366 4.46915 -2.00893
Cl -0.90253 2.92393 -2.86367
Cl -1.08172 5.74120 -3.47904
C -0.00351 4.03849 -6.60453
O -0.26835 3.17780 -7.53466
O 0.63441 3.72337 -5.51773
O -0.36169 5.25199 -6.61793
Be -1.57810 4.51981 -0.09091
Br 2.70060 -4.96890 2.99367
Ca -1.35638 1.53205 -6.30117
Br -2.89044 -2.36256 -4.76089

---

40
Properties=species:S:1:pos:R:3 method="wB97M-V/def2-TZVPD" total_charge=0 smiles="C=C[C@@]1([C@H](Br)CC)OC(=O)O[C@@H]1S.ClCCCl.ClCCCl" total_energy_ha=-5507.30186 largest_force_ev_per_a=1.7
C -0.45766 -0.40143 -0.09219
C 0.50978 0.42846 -0.43010
C 1.91753 0.02037 -0.70452
C 2.90461 0.10951 0.45845
Br 2.28823 -0.96091 1.96517
C 3.27586 1.53238 0.87950
C 2.41757 2.16274 1.97531
O 1.89708 -1.42845 -1.00406
C 2.77139 -1.68208 -1.99384
O 2.97923 -2.73146 -2.53320
O 3.42088 -0.49349 -2.33194
C 2.37195 0.43772 -2.10777
S 2.74913 2.14340 -2.52178
H -0.38882 -1.46009 -0.26869
H -1.34799 -0.05435 0.38984
H 0.25361 1.47272 -0.54580
H 3.80793 -0.37316 0.12421
H 4.28965 1.48614 1.26434
H 3.30000 2.21429 0.03954
H 2.75205 3.18731 2.09654
H 2.55121 1.67762 2.93083
H 1.36802 2.17465 1.70535
H 1.55213 0.08370 -2.72995
H 1.52736 2.69128 -2.43998
Cl -3.00362 -2.21512 1.22060
C -3.10257 -3.99287 1.14774
C -1.78942 -4.60858 0.73873
Cl -1.37967 -4.24656 -0.95685
H -3.89943 -4.25686 0.45768
H -3.37810 -4.33857 2.14257
H -1.84933 -5.69184 0.82844
H -0.97297 -4.25406 1.36300
Cl -2.58319 1.51279 -1.50610
C -3.91704 2.01775 -0.43996
C -3.66866 3.37512 0.16299
Cl -2.31836 3.34690 1.32741
H -4.03671 1.25724 0.32850
H -4.82141 2.04110 -1.04539
H -4.55286 3.70399 0.70618
H -3.43738 4.11272 -0.60077

---

38
Properties=species:S:1:pos:R:3 method="wB97M-V/def2-TZVPD" multiplicity=4 total_charge=-2 de_lowest_kcal_mol=86.0 total_energy_ha=-2155.72407 largest_force_ev_per_a=4.2 s_squared=3.7844
C -1.36268 -0.86002 -1.09254
C -0.50369 -0.91622 -2.23936
C -0.30717 0.42595 -2.66722
C -0.41419 -2.11785 -3.07609
C -0.98152 1.31206 -1.78563
C -1.57559 0.54665 -0.75474
C -2.73389 1.06707 0.04992
C -2.26147 -1.90630 -0.54644
C 0.40861 0.84204 -3.87840
C -1.06294 2.78579 -1.84370
Tc 0.61428 -0.34720 -0.69591
Cl 2.36242 -1.45192 -1.57198
Cl 0.33027 -2.22355 0.74272
Cl 1.78905 1.53439 -0.65501
H -1.06598 -2.83728 -2.66125
H 0.55945 -2.55507 -3.19195
H -0.67448 -1.73635 -4.04410
H 1.27857 0.22890 -4.14436
H 0.71831 1.90070 -3.84810
H -0.29548 0.74536 -4.71669
H -0.20695 3.25587 -2.34031
H -1.15963 3.20253 -0.82049
H -1.95921 3.03108 -2.42732
H -2.40814 1.93992 0.65137
H -3.08960 0.33151 0.78616
H -3.59962 1.33623 -0.60832
H -1.77093 -2.87445 -0.60149
H -3.20171 -1.88394 -1.12599
H -2.44241 -1.80790 0.53793
O -0.63903 0.33885 2.73639
H -1.53684 0.53753 2.35386
C 1.90410 2.56088 2.93318
O 1.40711 1.27213 2.39922
C 0.06008 1.39596 2.28733
O -0.41238 2.38804 1.66668
H 2.01514 3.36978 2.17626
H 2.84952 2.40881 3.47898
H 1.13094 2.88929 3.65266

---

39
Properties=species:S:1:pos:R:3 method="wB97M-V/def2-TZVPD" total_charge=-2 de_lowest_kcal_mol=85.7 total_energy_ha=-2281.30120 largest_force_ev_per_a=6.4
C 1.52839 -0.69331 -2.51942
I -1.34673 2.86281 -2.12756
H 0.44137 -0.90857 -2.81949
H 2.23482 -1.52627 -2.88419
H 1.70884 0.35679 -3.00125
C -1.08005 2.88059 1.95439
C -2.28723 2.35583 1.57098
N -2.08389 1.61930 0.44416
C -0.71704 1.81939 0.00799
N -0.13507 2.44906 1.04976
H -0.80012 3.63688 2.67466
H -3.28376 2.56403 1.92998
C 1.29812 -2.90728 1.24595
C 0.84557 -1.26012 -0.24909
N 1.43265 -1.56832 0.96772
H 0.20921 -4.44846 0.13060
N 0.28674 -2.45620 -0.65677
H 1.85081 -3.36735 2.05878
Sc -1.17069 0.18925 -1.11142
C 1.53378 -0.29357 -1.13185
O 1.98769 0.74946 -0.68691
C 0.53420 -3.43834 0.25472
C -0.48290 -2.78067 -1.82893
H -1.17800 -1.99043 -2.14832
H -1.10883 -3.65487 -1.60858
H 0.17417 -3.05388 -2.66550
C 2.23790 -0.67682 1.75836
H 2.99732 -1.26461 2.29178
H 1.63671 -0.15617 2.51747
H 2.74920 0.08147 1.14835
C 1.27193 2.76807 1.22996
H 1.31661 3.85117 1.41644
H 1.91028 2.48914 0.37563
H 1.64927 2.25715 2.13823
C -3.22209 1.30937 -0.40161
H -3.20425 0.33551 -0.93436
H -3.37732 2.11469 -1.13377
H -4.05769 1.21054 0.29442
Cl -2.29991 -1.45523 0.44866

---

41
Properties=species:S:1:pos:R:3 method="wB97M-V/def2-TZVPD" total_charge=+1 de_lowest_kcal_mol=11.3 total_energy_ha=-1416.30436 largest_force_ev_per_a=2.9
La -1.00738 0.79270 -0.09262
C -1.98458 -2.28202 1.20811
N -2.40640 -1.58138 0.01141
C -3.86774 -1.60890 -0.11177
C -1.78494 -2.11814 -1.24307
C -0.23029 -2.21962 -1.20453
N 0.42796 -0.98856 -0.76490
C 1.77271 -1.10448 -0.42516
C 2.30343 -0.19794 0.48093
F 1.40408 0.63611 1.09578
C 3.61883 -0.30544 0.92397
F 4.05171 0.59214 1.84925
C 4.46648 -1.25214 0.43110
C 3.99487 -2.10391 -0.52339
F 4.79645 -2.96819 -1.13508
C 2.70431 -2.01038 -0.96216
F 2.22461 -2.84335 -1.89042
H -2.29879 -3.36322 1.18750
H -2.37257 -1.82603 2.11145
H -0.91199 -2.34290 1.28285
H -4.27039 -2.64829 -0.12657
H -4.14423 -1.06630 -0.96089
H -4.28515 -1.17022 0.82416
H -2.12669 -1.48824 -2.09769
H -2.07133 -3.20186 -1.40424
H 0.06581 -2.50601 -2.21836
H 0.08991 -3.04349 -0.50069
H 5.54723 -1.22336 0.67762
N -1.17419 2.97065 1.61955
C 0.12042 3.72478 1.26760
C 0.16821 4.13932 -0.18082
N 0.39785 2.93470 -1.01367
H -1.94416 3.61669 1.45737
H -1.16893 2.84235 2.61062
H 0.98721 3.25556 1.68404
H 0.13308 4.64624 1.87307
H 1.00792 4.86769 -0.32269
H -0.71503 4.59457 -0.54064
H 1.37392 2.65869 -1.10802
H 0.16707 3.11939 -1.95833
I -3.05929 2.07275 -1.81065